1.
99
Properties=species:S:1:pos:R:3 method="wB97M-V/def2-TZVPD" multiplicity=5 e_tot_ha=-3776.3652 lumo_ev="-4.2 / -5.0" homo_energy_ev="-8.050 / -10.078" largest_force_ev_per_a=3.49 s2=6.15 total_charge=+1 orbital_gap_ev="3.83 / 5.11"
Ir 0.708 -0.340 0.075
I -5.863 0.147 -7.749
C -4.522 0.224 -6.077
C -4.747 -0.567 -4.932
C -3.857 -0.538 -3.894
C -2.689 0.264 -3.965
C -2.498 1.072 -5.104
C -3.384 1.038 -6.175
C -1.763 0.346 -2.823
C -0.344 0.303 -2.968
C 0.329 0.333 -4.225
C 1.660 0.495 -3.993
C 1.893 0.535 -2.588
C 3.183 0.597 -1.998
C 4.185 1.442 -2.775
C 3.834 2.784 -3.118
C 4.763 3.623 -3.690
C 6.031 3.090 -3.969
I 7.440 4.417 -4.897
C 6.390 1.765 -3.717
C 5.436 0.920 -3.131
C 3.558 -0.172 -0.849
N 2.657 -0.721 0.070
C 3.337 -1.499 1.011
C 2.711 -2.073 2.155
C 3.379 -3.233 2.887
C 2.675 -4.429 3.048
C 3.325 -5.544 3.599
C 4.645 -5.425 4.055
I 5.531 -7.111 4.931
C 5.334 -4.221 3.946
C 4.679 -3.116 3.434
C 1.493 -1.633 2.635
C 1.002 -1.891 3.960
C -0.129 -1.154 4.179
C -0.451 -0.432 2.992
N 0.531 -0.783 2.022
C -1.617 0.448 2.893
C -2.077 0.785 1.641
C -3.338 1.461 1.146
C -3.657 1.159 -1.029
C -2.334 0.467 -1.473
N -1.213 0.508 0.473
C -2.255 1.028 4.132
C -1.448 1.646 5.098
C -1.983 2.311 6.184
C -3.378 2.320 6.380
I -4.114 3.212 8.174
C -4.217 1.674 5.442
C -3.656 1.007 4.359
C 4.695 -1.471 0.624
C 4.854 -0.568 -0.429
N 0.670 0.315 -1.932
H -5.611 -1.211 -4.892
H -4.038 -1.126 -2.991
H -1.670 1.784 -5.158
H -3.238 1.668 -7.038
H -0.143 0.239 -5.210
H 2.416 0.612 -4.749
H 2.837 3.147 -2.875
H 4.505 4.658 -3.948
H 7.378 1.398 -3.971
H 5.655 -0.135 -2.997
H 1.665 -4.541 2.675
H 2.795 -6.480 3.755
H 6.376 -4.126 4.274
H 5.195 -2.147 3.459
H 1.469 -2.542 4.687
H -0.680 -1.189 5.107
H -3.889 2.053 1.920
H -4.361 1.417 -1.818
H -0.368 1.678 4.939
H -1.339 2.806 6.903
H -5.295 1.754 5.535
H -4.275 0.396 3.729
H 5.509 -2.089 1.032
H 5.801 -0.254 -0.860
C -2.070 4.509 -0.424
C -0.853 3.885 -0.810
N -0.607 2.610 -0.911
C -1.562 1.681 -0.576
C -2.968 2.230 -0.154
C -3.152 3.703 -0.158
C -4.266 0.522 0.237
C -4.202 -0.940 0.408
C -3.000 -1.526 0.103
C -2.816 -2.951 0.206
C -1.728 -3.594 -0.351
C -0.679 -2.764 -0.757
N -0.738 -1.436 -0.719
C -1.899 -0.664 -0.446
H -2.082 5.606 -0.392
H 0.014 4.509 -0.979
H -4.126 4.073 0.039
H -5.317 0.884 0.328
H -5.032 -1.541 0.765
H -3.617 -3.502 0.652
H -1.612 -4.656 -0.427
H 0.225 -3.219 -1.183

***

2.
15
Properties=species:S:1:pos:R:3 method="wB97M-V/def2-TZVPD" e_tot_ha=-341.7905 lumo_ev=-0.7 homo_energy_ev=-8.103 e_above_lowest_kj_mol=559.72 largest_force_ev_per_a=0.45 total_charge=0 orbital_gap_ev=7.43
N -1.206 0.908 -0.139
C -1.647 -0.247 -0.572
O -2.711 -0.669 -1.033
C -0.554 -1.396 -0.490
N 0.625 -0.896 0.172
C 1.046 -0.197 1.406
C 1.617 -0.143 0.050
H -1.970 1.575 -0.252
H 0.630 2.277 -0.427
H -0.964 -2.234 0.077
H -0.275 -1.711 -1.498
H 0.390 0.621 1.699
H 1.504 -0.829 2.165
H 1.285 2.651 -0.430
H 2.228 0.290 -0.729

***

3.
116
Properties=species:S:1:pos:R:3 method="wB97M-V/def2-TZVPD" multiplicity=2 e_tot_ha=-9864.2088 lumo_ev="1.8 / 1.7" homo_energy_ev="-4.337 / -4.314" e_above_lowest_kj_mol=54.83 largest_force_ev_per_a=2.07 s2=0.76 total_charge=-1 orbital_gap_ev="6.12 / 6.05"
Ti -0.225 0.173 -0.738
Cl -4.768 1.939 0.322
C -3.346 2.768 -0.229
C -3.398 4.179 -0.295
C -2.326 4.886 -0.717
Cl -2.426 6.632 -0.767
C -1.132 4.238 -1.131
C 0.004 4.900 -1.656
C 1.061 4.163 -2.067
C 1.037 2.758 -1.916
N 0.025 2.117 -1.396
C -1.088 2.839 -1.031
C -2.222 2.058 -0.578
O -2.121 0.754 -0.555
H -4.309 4.684 -0.007
H 0.001 5.978 -1.752
H 1.933 4.629 -2.504
H 1.878 2.158 -2.233
C -4.814 -1.002 -2.018
P -3.174 -1.817 -1.688
C -3.451 -3.152 -2.931
C -3.881 -4.452 -2.688
C -3.980 -5.374 -3.723
C -3.641 -5.013 -5.018
C -3.241 -3.709 -5.280
C -3.152 -2.789 -4.245
C -3.524 -2.565 -0.043
C -2.976 -3.784 0.371
C -3.184 -4.256 1.661
C -3.905 -3.506 2.583
C -4.395 -2.262 2.206
C -4.205 -1.799 0.908
H -5.649 -1.644 -1.731
H -4.866 -0.805 -3.089
H -4.883 -0.049 -1.496
H -4.135 -4.759 -1.681
H -4.315 -6.383 -3.512
H -3.678 -5.744 -5.817
H -2.977 -3.413 -6.288
H -2.817 -1.779 -4.454
H -2.369 -4.353 -0.320
H -2.775 -5.218 1.948
H -4.083 -3.885 3.582
H -4.933 -1.647 2.920
H -4.596 -0.828 0.633
O -0.132 0.758 1.242
S -1.326 0.196 2.063
C -1.299 1.277 3.523
C -2.318 2.381 3.451
C -3.648 2.141 3.780
C -4.584 3.161 3.720
C -4.197 4.438 3.331
C -2.874 4.683 2.991
C -1.940 3.658 3.048
C -0.535 -1.247 2.853
C 0.590 -0.880 3.783
C 1.745 -0.263 3.305
C 2.755 0.118 4.178
C 2.618 -0.105 5.541
C 1.480 -0.735 6.025
C 0.470 -1.113 5.149
H -0.283 1.666 3.543
H -1.477 0.635 4.384
H -3.953 1.142 4.077
H -5.617 2.958 3.975
H -4.925 5.239 3.288
H -2.568 5.673 2.675
H -0.908 3.846 2.769
H -0.203 -1.810 1.977
H -1.339 -1.791 3.353
H 1.844 -0.055 2.249
H 3.648 0.582 3.778
H 3.398 0.202 6.227
H 1.380 -0.938 7.084
H -0.425 -1.596 5.529
C 2.297 1.215 -4.643
Ge 3.289 -0.016 -3.448
C 3.259 -1.731 -4.398
C 5.130 0.713 -3.577
Ge 2.519 -0.178 -1.089
C 3.468 1.395 -0.119
C 2.778 2.320 0.671
C 3.426 3.381 1.304
C 4.792 3.556 1.148
C 5.510 2.645 0.377
C 4.856 1.581 -0.233
C 3.794 -1.510 -0.317
C 3.644 -1.985 0.986
C 4.541 -2.886 1.548
C 5.614 -3.358 0.806
C 5.760 -2.938 -0.509
C 4.858 -2.032 -1.058
H 2.418 0.851 -5.666
H 2.670 2.241 -4.585
H 1.231 1.209 -4.413
H 2.256 -1.866 -4.806
H 3.989 -1.737 -5.212
H 3.449 -2.565 -3.723
H 5.383 0.898 -4.626
H 5.880 0.046 -3.150
H 5.178 1.663 -3.040
H 1.706 2.213 0.807
H 2.858 4.073 1.918
H 5.299 4.390 1.620
H 6.581 2.764 0.258
H 5.434 0.865 -0.805
H 2.797 -1.670 1.579
H 4.394 -3.223 2.569
H 6.316 -4.062 1.238
H 6.570 -3.326 -1.116
H 4.979 -1.747 -2.095
O 1.550 -2.791 -1.825
S 0.166 -2.407 -1.688
O -0.764 -3.505 -1.842
O -0.047 -1.726 -0.291
S -0.189 -0.845 -2.985

***

4.
210
Properties=species:S:1:pos:R:3 method="wB97M-V/def2-TZVPD" e_tot_ha=-11617.0840 lumo_ev=0.3 homo_energy_ev=-8.498 e_above_lowest_kj_mol=165.63 largest_force_ev_per_a=3.40 total_charge=0 orbital_gap_ev=8.76
C 3.485 -2.718 2.967
S 4.117 -1.390 1.934
O 4.704 -0.372 2.811
C 5.529 -2.244 1.162
H 2.601 -2.334 3.436
H 4.167 -2.945 3.776
H 3.308 -3.585 2.362
H 5.246 -3.149 0.641
H 6.354 -2.350 1.844
H 5.840 -1.689 0.318
C 1.333 0.340 -5.817
S 0.671 0.692 -7.428
O -0.791 0.885 -7.190
C 1.377 2.266 -7.885
H 1.494 1.227 -5.189
H 2.375 -0.076 -5.928
H 0.635 -0.409 -5.411
H 0.900 2.585 -8.798
H 2.402 2.104 -8.059
H 1.305 2.995 -7.100
C -3.954 0.317 -7.217
S -3.423 -0.823 -5.899
O -4.386 -0.764 -4.775
C -3.747 -2.270 -6.862
H -3.162 0.241 -7.930
H -4.053 1.340 -6.806
H -4.871 -0.088 -7.677
H -4.784 -2.346 -7.212
H -3.488 -3.078 -6.196
H -2.995 -2.380 -7.678
C 1.285 -4.778 4.111
S 0.283 -4.332 2.778
O -0.281 -5.571 2.206
C -1.072 -3.499 3.704
H 0.767 -5.493 4.743
H 1.581 -3.970 4.764
H 2.126 -5.365 3.835
H -1.784 -3.373 2.887
H -0.995 -2.586 4.191
H -1.375 -4.229 4.423
C 2.959 -0.289 5.926
S 1.609 0.134 4.797
O 0.681 -1.001 4.877
C 0.917 1.382 6.016
H 3.775 0.454 6.070
H 3.452 -1.171 5.423
H 2.453 -0.614 6.848
H 0.639 0.797 6.921
H -0.040 1.773 5.646
H 1.471 2.239 6.314
C 5.261 -4.462 -3.791
S 6.705 -3.836 -4.650
O 6.245 -2.607 -5.331
C 7.855 -3.406 -3.265
H 4.449 -4.287 -4.476
H 5.018 -3.911 -2.861
H 5.378 -5.500 -3.569
H 7.610 -2.668 -2.553
H 8.858 -3.274 -3.617
H 7.779 -4.314 -2.711
C 1.792 5.512 1.024
S 1.733 3.938 1.929
O 2.252 4.241 3.291
C -0.106 3.866 2.119
H 1.237 5.495 0.108
H 2.839 5.579 0.792
H 1.418 6.218 1.793
H -0.503 3.754 1.124
H -0.439 4.775 2.594
H -0.297 2.957 2.728
C 1.373 -3.377 -0.562
S 1.475 -3.977 -2.262
O 1.203 -5.454 -2.214
C 0.089 -3.321 -3.092
H 1.015 -2.322 -0.490
H 2.396 -3.281 -0.191
H 0.712 -3.941 0.054
H 0.144 -3.692 -4.094
H 0.169 -2.184 -3.106
H -0.876 -3.572 -2.607
C 4.865 2.630 1.914
S 5.969 3.838 1.105
O 5.251 4.665 -0.012
C 7.053 2.559 0.456
H 4.454 2.063 1.136
H 4.067 3.201 2.524
H 5.559 1.981 2.481
H 6.482 1.821 -0.097
H 7.427 2.117 1.363
H 7.822 2.991 -0.133
C -6.226 3.557 2.143
S -4.611 4.161 1.701
O -3.993 4.600 3.011
C -3.888 2.603 1.262
H -6.969 3.371 1.430
H -6.597 4.463 2.634
H -6.094 2.837 3.010
H -2.817 2.680 0.854
H -4.577 2.195 0.469
H -3.863 1.895 2.098
C -3.991 -0.586 6.631
S -2.922 0.389 5.547
O -2.763 -0.346 4.226
C -4.117 1.641 5.181
H -3.496 -1.478 7.050
H -4.842 -0.862 6.061
H -4.151 -0.006 7.504
H -4.850 1.164 4.521
H -3.573 2.449 4.681
H -4.560 2.045 6.090
C -1.644 -6.080 -0.679
S -2.247 -4.536 -0.053
O -3.143 -3.929 -1.123
C -3.375 -5.485 1.145
H -2.540 -6.616 -1.037
H -1.081 -6.542 0.176
H -0.969 -5.841 -1.469
H -2.738 -6.209 1.608
H -4.127 -6.003 0.529
H -3.865 -4.762 1.749
C 4.369 3.928 -2.985
S 2.622 3.780 -3.181
O 2.372 2.748 -4.230
C 2.334 2.962 -1.640
H 4.743 2.935 -2.926
H 4.709 4.586 -2.110
H 4.729 4.419 -3.870
H 3.061 2.181 -1.455
H 1.287 2.479 -1.692
H 2.368 3.626 -0.766
C 2.470 -7.747 -0.447
S 3.848 -7.099 -1.348
O 4.137 -5.819 -0.579
C 5.086 -8.385 -1.093
H 2.662 -7.613 0.668
H 2.378 -8.841 -0.537
H 1.610 -7.207 -0.737
H 5.800 -8.059 -1.857
H 4.681 -9.281 -1.602
H 5.334 -8.241 -0.011
C 3.566 -0.838 -1.849
S 5.008 0.185 -2.172
O 6.258 -0.462 -1.567
C 4.972 0.143 -3.895
H 3.787 -1.826 -2.266
H 2.653 -0.574 -2.284
H 3.398 -0.817 -0.763
H 5.780 0.724 -4.207
H 4.043 0.652 -4.183
H 4.984 -0.879 -4.326
C -5.682 -1.410 -1.805
S -6.456 0.144 -1.804
O -6.582 0.455 -0.322
C -5.121 1.245 -2.347
H -5.267 -1.644 -2.810
H -6.472 -2.168 -1.584
H -4.882 -1.428 -1.053
H -5.431 2.274 -2.549
H -4.678 0.778 -3.213
H -4.293 1.255 -1.608
C -1.747 5.671 5.223
S -1.491 5.065 6.923
O -1.143 3.623 6.884
C 0.068 5.961 7.052
H -2.379 4.951 4.641
H -0.853 5.869 4.664
H -2.363 6.643 5.313
H 0.628 5.626 6.195
H 0.544 5.689 8.005
H -0.066 7.044 7.074
C -7.865 -1.024 2.178
S -6.502 -0.704 3.345
O -6.618 -1.787 4.300
C -5.127 -1.118 2.239
H -7.669 -0.485 1.205
H -8.775 -0.588 2.634
H -7.907 -2.044 1.972
H -4.268 -0.817 2.839
H -5.079 -0.560 1.297
H -5.061 -2.189 2.082
C -3.911 5.950 -1.595
S -2.439 6.974 -1.595
O -1.373 6.458 -2.476
C -2.098 6.629 0.158
H -4.444 5.930 -2.592
H -4.704 6.470 -0.992
H -3.733 4.939 -1.223
H -1.173 7.170 0.445
H -1.873 5.569 0.317
H -2.974 6.988 0.659
C -1.136 1.009 -3.423
S -1.421 2.650 -2.815
O -2.952 2.850 -2.792
C -0.771 3.624 -4.191
H -1.496 0.283 -2.711
H -0.115 0.913 -3.494
H -1.593 0.802 -4.354
H -0.986 4.645 -3.855
H -1.149 3.374 -5.193
H 0.293 3.358 -4.253
C -0.417 0.222 1.891
S -0.860 0.188 0.119
O 0.406 -0.149 -0.643
C -1.939 -1.219 0.155
H 0.422 0.934 1.966
H -0.098 -0.821 2.128
H -1.352 0.487 2.467
H -2.289 -1.281 -0.911
H -2.740 -0.881 0.858
H -1.341 -2.126 0.414